1.
Density functional theory data (ωB97M-V/def2-TZVPD) for one molecule with the formula C6H11N in a non-equilibrium geometry.

Atoms and positions in Å:
1 N -1.42282 1.92445 -1.98095
2 C -0.66970 1.31118 -0.93052
3 C -0.26934 -0.06117 -0.70346
4 C 0.46767 -0.25392 1.66952
5 C 1.64787 -0.64539 2.55029
6 C 0.66317 -0.32347 0.34217
7 C -0.93431 -1.06470 -1.53475
8 H 2.32497 -1.52010 2.24227
9 H -0.69628 1.97456 -0.16546
10 H 2.26568 0.24812 2.86953
11 H 1.74276 -0.44079 0.09720
12 H -0.90347 -1.92077 -0.84895
13 H 1.41208 -0.97687 3.59159
14 H -0.55997 -0.07484 2.08750
15 H -0.83603 2.60091 -2.55785
16 H -1.92716 -0.71403 -1.66381
17 H -0.42236 -1.35454 -2.50123
18 H -1.88276 1.29138 -2.56311

E_tot ... -7887.6284 eV
Energy relative to the best compared isomer or geometry (same formula, charge and spin) ... 66.9 kcal per mole
SMILES ... C/C=C/C(C)=C/N
Highest occupied orbital energy ... -7.835 eV
LUMO energy ... 1.1 eV
Kohn-Sham gap ... 8.905 eV

---

2.
Density functional theory data (ωB97M-V/def2-TZVPD) for C6H11N as an isolated structure in a non-equilibrium geometry.

Atoms and positions in Å:
1 N -0.74230 -0.98704 -0.09882
2 C -1.07427 0.13410 -0.98356
3 C 0.74034 1.32902 -0.08387
4 C 1.57714 -0.04296 0.11027
5 C -0.64375 0.96886 0.21776
6 C -0.85851 -0.24003 1.12597
7 C 0.70666 -1.21466 -0.26496
8 H 0.93696 1.58738 -1.07316
9 H 1.06663 -2.12621 0.16651
10 H 0.73419 -1.32534 -1.30868
11 H -0.19968 -0.51213 1.94483
12 H 1.88561 -0.28723 1.10975
13 H -1.21400 1.86644 0.44564
14 H -2.12882 0.09135 -1.40221
15 H -1.89321 -0.31343 1.42271
16 H 2.56661 -0.05383 -0.32927
17 H -0.39574 0.41652 -1.67193
18 H 1.15184 1.95976 0.65791

E_tot ... -7887.5933 eV
Energy relative to the best compared isomer or geometry (same formula, charge and spin) ... 67.8 kcal per mole
Highest occupied orbital energy ... -8.056 eV
LUMO energy ... 1.1 eV
Kohn-Sham gap ... 9.145 eV

---

3.
Density functional theory data (ωB97M-V/def2-TZVPD) for one molecule with the formula C6H11N in a non-equilibrium geometry.

Atoms and positions in Å:
1 N 1.27057 -0.52944 -0.35640
2 C -1.05920 -0.97094 0.07938
3 C -0.17757 1.39542 -0.29939
4 C 2.10157 -0.95263 -1.06855
5 C 1.01254 2.34894 -0.23234
6 C -0.74768 -2.40403 0.50363
7 C 0.10570 0.00596 0.28549
8 H 1.82682 2.00333 -0.87740
9 H -0.37689 -2.44483 1.53438
10 H -1.33110 -0.95121 -0.98334
11 H 0.32421 0.09657 1.36019
12 H -0.48786 1.26382 -1.34342
13 H -1.64544 -3.02729 0.44265
14 H -1.03625 1.81653 0.23664
15 H -1.92174 -0.58533 0.63538
16 H 1.40457 2.42868 0.78811
17 H 0.72083 3.35148 -0.56111
18 H 0.01692 -2.84503 -0.14388

E_tot ... -7889.6553 eV
Energy relative to the best compared isomer or geometry (same formula, charge and spin) ... 20.2 kcal per mole
Highest occupied orbital energy ... -11.128 eV
LUMO energy ... 1.0 eV
Kohn-Sham gap ... 12.149 eV

---

4.
Density functional theory data (ωB97M-V/def2-TZVPD) for one molecule with the formula C6H11N in a non-equilibrium geometry.

Atoms and positions in Å:
1 N 0.01377 2.21170 1.30651
2 C -0.77015 -1.65749 -1.67031
3 C 0.30070 0.98445 0.67834
4 C 0.53376 2.27795 2.70664
5 C 0.05364 -2.68802 -2.43546
6 C -0.54216 0.37382 -0.15197
7 C -0.07597 -0.78696 -0.91119
8 H 0.23467 3.24529 3.14082
9 H -0.95420 2.48022 1.19288
10 H -0.56750 -3.56889 -2.62252
11 H 0.92680 -1.05875 -0.65379
12 H 1.03774 -2.97733 -2.01382
13 H 1.60457 2.20461 2.70468
14 H 0.20042 -2.18029 -3.39267
15 H 0.07367 1.49908 3.31787
16 H -1.59744 0.60238 -0.24954
17 H -1.84878 -1.72645 -1.65205
18 H 1.37645 0.76466 0.70559

E_tot ... -7888.8121 eV
Energy relative to the best compared isomer or geometry (same formula, charge and spin) ... 39.6 kcal per mole
SMILES ... C/C=C/C=C/NC
Highest occupied orbital energy ... -7.422 eV
LUMO energy ... 1.1 eV
Kohn-Sham gap ... 8.541 eV

---

5.
Density functional theory data (ωB97M-V/def2-TZVPD) for one molecule with the formula C6H11N in a non-equilibrium geometry.

Atoms and positions in Å:
1 N 0.15904 -1.65827 0.74382
2 C -1.32465 0.10374 1.54726
3 C 0.05783 0.39228 -0.53097
4 C 2.20318 0.61551 -1.57326
5 C -0.36895 -0.36315 0.49055
6 C -2.27058 1.00811 1.31551
7 C 0.87594 -0.08956 -1.68789
8 H 2.74329 0.56419 -0.67163
9 H -0.07394 1.49673 -0.43048
10 H 0.37336 -1.60555 1.79442
11 H 2.09662 1.73627 -1.75420
12 H -1.22017 -0.57998 2.38726
13 H -2.50263 1.35933 0.25058
14 H 2.93404 0.33873 -2.41702
15 H 0.33814 0.02261 -2.65258
16 H 0.88729 -1.92538 0.24946
17 H 1.16247 -1.06543 -1.53049
18 H -2.88835 1.26481 2.20071

E_tot ... -7888.1573 eV
Energy relative to the best compared isomer or geometry (same formula, charge and spin) ... 54.7 kcal per mole
SMILES ... C=C/C(N)=C/CC
Highest occupied orbital energy ... -7.888 eV
LUMO energy ... 1.0 eV
Kohn-Sham gap ... 8.879 eV

---

6.
Density functional theory data (ωB97M-V/def2-TZVPD) for C6H11N as an isolated structure in a non-equilibrium geometry.

Atoms and positions in Å:
1 N 2.48395 -1.14095 0.23607
2 C -1.17222 1.28241 -0.83522
3 C -0.09084 -1.10236 0.58022
4 C -0.24571 0.38820 0.60632
5 C -2.30417 1.88254 -0.38571
6 C 1.15466 -1.67576 -0.11520
7 C 0.25805 1.13462 -0.45614
8 H 1.18064 -2.73803 0.11015
9 H -0.61103 0.82691 1.53392
10 H 2.53977 -0.94968 1.24086
11 H -2.41896 2.30574 0.60050
12 H 2.60586 -0.18153 -0.10300
13 H 1.13635 -1.52560 -1.19591
14 H -0.07667 -1.53304 1.58887
15 H -0.97619 -1.57702 0.13672
16 H -1.35066 0.73692 -1.76891
17 H -3.07250 1.92660 -1.14271
18 H 0.95968 1.94004 -0.63084

E_tot ... -7878.2883 eV
Energy relative to the best compared isomer or geometry (same formula, charge and spin) ... 92.1 kcal per mole
Charge ... +1
Highest occupied orbital energy (spin up / spin down) ... -13.415 / -13.423 eV
LUMO energy (spin up / spin down) ... -6.2 / -6.1 eV
Kohn-Sham gap (spin up / spin down) ... 7.250 / 7.290 eV
Spin multiplicity ... 2

---

7.
Density functional theory data (ωB97M-V/def2-TZVPD) for an isolated ion of composition C6H11N and charge +1 in a non-equilibrium geometry.

Atoms and positions in Å:
1 N 2.25141 1.22028 0.93875
2 C 0.24163 0.05913 0.15230
3 C 0.94552 0.73519 1.18180
4 C 0.31896 0.68315 -1.15157
5 C -0.34383 -1.38586 0.34674
6 C -1.82707 -1.50651 0.30975
7 C -0.57513 1.24618 -1.95767
8 H -2.36194 -0.95968 1.21289
9 H -2.18131 -2.59074 0.30935
10 H -1.53218 1.52766 -1.53285
11 H 2.73845 1.49944 1.71380
12 H 0.14203 -1.92132 -0.43534
13 H 0.04334 -1.60709 1.37359
14 H -2.05840 -0.96562 -0.64958
15 H -0.35063 1.56607 -2.93888
16 H 2.76216 0.67544 0.30064
17 H 0.40417 0.84888 2.13738
18 H 1.38279 0.87542 -1.31109

E_tot ... -7880.2106 eV
Energy relative to the best compared isomer or geometry (same formula, charge and spin) ... 47.8 kcal per mole
Charge ... +1
Highest occupied orbital energy (spin up / spin down) ... -13.176 / -14.562 eV
LUMO energy (spin up / spin down) ... -4.8 / -6.4 eV
Kohn-Sham gap (spin up / spin down) ... 8.352 / 8.182 eV
Spin multiplicity ... 2

---

8.
Density functional theory data (ωB97M-V/def2-TZVPD) for an isolated ion of composition C6H11N2 and charge +1 in a non-equilibrium geometry.

Atoms and positions in Å:
1 N -1.54326 0.87168 0.46624
2 N -1.26206 -1.36347 0.02992
3 C -0.42388 1.25179 -0.19340
4 C -0.10249 0.36152 -1.33725
5 C 0.06133 -0.94870 -0.52861
6 C -2.06723 -0.39000 0.39542
7 C 2.36215 0.07421 0.55799
8 C 0.91994 -0.29322 0.62002
9 H 2.75913 -0.18880 -0.40827
10 H 0.47319 -1.87833 -0.98091
11 H -0.94970 0.50164 -1.97115
12 H 2.86310 -0.42340 1.32485
13 H 0.43958 -0.28326 1.63134
14 H 2.65097 1.18706 0.81463
15 H -2.17871 1.59434 0.80152
16 H 0.89779 0.46703 -1.83564
17 H -0.35431 2.36675 -0.25871
18 H -1.46073 -2.40676 0.11438
19 H -3.08479 -0.50005 0.75760

E_tot ... -9370.9330 eV
Energy relative to the best compared isomer or geometry (same formula, charge and spin) ... 87.7 kcal per mole
Charge ... +1
Highest occupied orbital energy (spin up / spin down) ... -11.765 / -11.765 eV
LUMO energy (spin up / spin down) ... -4.2 / -4.2 eV
Kohn-Sham gap (spin up / spin down) ... 7.597 / 7.598 eV

---

| no. | M (g mol⁻¹) |
| --- | --- |
| 1 | 97.2 |
| 2 | 97.2 |
| 3 | 97.2 |
| 4 | 97.2 |
| 5 | 97.2 |
| 6 | 97.2 |
| 7 | 97.2 |
| 8 | 111.2 |